No. 1
Formula: C2H8BrCrF6NO8S2
Source: the Open Molecules 2025 dataset
Level of theory: wB97M-V/def2-TZVPD

Calculated values
**Kohn-Sham gap (alpha / beta)**: 0.2863 / 0.3344 Ha
**HOMO level (alpha / beta)**: -0.4964 / -0.4988 hartree
**<S²>**: 3.82
**Total energy**: -156506.613 eV
**LUMO level (alpha / beta)**: -5.717 / -4.474 eV

Structure (ORCA input):
```
! wB97M-V def2-TZVPD RIJCOSX def2/J DEFGRID3
* xyz 1 4
Cr 0.43636 -0.52631 -1.10412
C -2.65306 0.94236 1.38384
F -3.51927 1.83100 1.74708
F -2.11599 0.46309 2.48706
F -3.16743 -0.05747 0.70406
S -1.32794 1.81957 0.31911
O -1.83825 1.77973 -1.03211
O -1.16896 3.11584 0.88345
N 0.07874 0.76080 0.37556
S 1.01792 1.52488 1.53184
O 1.60874 2.71804 0.99244
O 0.31887 1.59567 2.77923
C 2.49541 0.42005 2.00961
F 2.06346 -0.79954 2.37535
F 3.43467 0.34988 1.08995
F 2.99473 1.02591 3.08124
Br 2.58355 0.52587 -1.91828
O 1.11124 -1.89874 0.22538
H 0.92360 -2.07970 1.16256
H 1.72468 -2.59416 -0.06436
O -1.40085 -1.50817 -0.75029
H -2.28223 -1.20031 -1.01788
H -1.55339 -2.32688 -0.25561
O -0.61721 0.21761 -2.72219
H -0.30651 0.98822 -3.22912
H -1.54370 0.09736 -2.97113
O 0.74846 -2.08051 -2.52031
H 0.47482 -3.00237 -2.39992
H 1.47953 -2.10174 -3.16245
*
```

---

No. 2
Formula: C2H8ClN2P
Source: the Open Molecules 2025 dataset
Level of theory: wB97M-V/def2-TZVPD

Calculated values
**Kohn-Sham gap**: 0.3243 Ha
**HOMO level**: -0.2898 hartree
**SMILES**: CNP(Cl)NC
**Total energy**: -26993.610 eV
**LUMO level**: 0.939 eV

Structure (ORCA input):
```
! wB97M-V def2-TZVPD RIJCOSX def2/J DEFGRID3
* xyz 0 1
C -2.47781 0.22100 0.03879
C 2.27610 -0.91422 -0.03878
N -1.36618 1.08904 0.18764
N 0.93227 -0.72710 0.35863
P -0.05004 0.85861 -0.79590
Cl 1.12428 2.26331 -0.10984
H -2.25758 -0.58813 0.81734
H -3.34184 0.84880 0.14297
H -2.21138 -0.22146 -0.96351
H 2.73939 -0.00338 0.27623
H 2.63080 -1.96430 0.34335
H 2.53591 -1.00294 -1.11993
H -1.18541 1.79413 0.88505
H 0.65148 -1.65335 -0.02204
*
```

---

No. 3
Formula: C2H8FN4O2Tl
Source: the Open Molecules 2025 dataset
Level of theory: wB97M-V/def2-TZVPD

Calculated values
**Kohn-Sham gap**: 0.0934 Ha
**HOMO level**: -0.6083 hartree
**Total energy**: -19646.005 eV
**LUMO level**: -14.012 eV

Structure (ORCA input):
```
! wB97M-V def2-TZVPD RIJCOSX def2/J DEFGRID3
* xyz 2 1
Tl 1.43537 -4.46658 1.95515
F 0.26719 -0.80750 4.05287
C -3.27537 -0.91684 0.31344
O -2.65811 -1.97099 0.38931
N -4.00933 -0.54285 -0.70877
N -3.17303 0.00872 1.25943
H -4.23455 -1.23761 -1.40640
H -4.59060 0.28255 -0.67811
H -3.64567 0.88993 1.11724
H -2.54346 -0.26777 1.99921
C 2.97952 0.69725 -0.87892
O 2.23054 -0.28363 -0.67947
N 3.93734 0.74155 -1.78217
N 2.70409 1.88088 -0.46260
H 4.58813 1.51230 -1.83255
H 4.10602 0.02947 -2.47829
H 2.45937 1.89999 0.51712
H 3.42253 2.55114 -0.69647
*
```

---

No. 4
Formula: C2H8FP3
Source: the Open Molecules 2025 dataset
Level of theory: wB97M-V/def2-TZVPD

Calculated values
**Kohn-Sham gap**: 0.3095 Ha
**HOMO level**: -0.3214 hartree
**SMILES**: [PH2]#[PH2].[H]/P=C/CF
**Total energy**: -32783.287 eV
**LUMO level**: -0.323 eV

Structure (ORCA input):
```
! wB97M-V def2-TZVPD RIJCOSX def2/J DEFGRID3
* xyz 0 1
C -1.54787 0.70186 -1.63916
C -0.31098 -0.01323 -1.97623
F -2.31282 0.16986 -0.52809
P -0.01709 -1.52648 -1.33725
P 1.18096 -0.17144 3.31744
P 0.93232 0.70526 1.29341
H -1.24130 1.72431 -1.50296
H -2.45488 0.89605 -2.23246
H 0.44780 0.40123 -2.62366
H 1.11209 -1.80324 -1.91729
H 1.23620 -0.24718 0.46608
H 0.83031 -1.54650 3.45940
H 2.57295 -0.28237 3.69290
H -0.42770 0.99186 1.52785
*
```

---

No. 5
Formula: C2H8IN2
Source: the Open Molecules 2025 dataset
Level of theory: wB97M-V/def2-TZVPD

Calculated values
**Kohn-Sham gap**: 0.3396 Ha
**HOMO level**: -0.4789 hartree
**Total energy**: -13277.528 eV
**LUMO level**: -3.790 eV

Structure (ORCA input):
```
! wB97M-V def2-TZVPD RIJCOSX def2/J DEFGRID3
* xyz 1 1
C -0.42070 1.53839 0.07002
C -1.19582 -0.65568 0.31598
N -1.35177 -1.93613 0.02654
N -0.38650 0.19119 -0.29682
I 3.74702 -0.23876 0.14044
H -1.09251 1.76550 0.95035
H 0.64273 1.76555 0.12184
H -0.83177 2.27768 -0.73512
H -1.83717 -0.18236 1.11992
H -0.73393 -2.29311 -0.72450
H -1.86446 -2.68906 0.43506
H 5.14549 0.41399 -0.30138
H 0.17939 0.04281 -1.12233
*
```

---

No. 6
Formula: C2H8IN2
Source: the Open Molecules 2025 dataset
Level of theory: wB97M-V/def2-TZVPD

Calculated values
**Kohn-Sham gap**: 0.3090 Ha
**HOMO level**: -0.4628 hartree
**Total energy**: -13273.004 eV
**LUMO level**: -4.184 eV

Structure (ORCA input):
```
! wB97M-V def2-TZVPD RIJCOSX def2/J DEFGRID3
* xyz 1 1
C -1.06499 -0.72246 1.28467
C 0.22864 -0.28466 -0.78932
N 1.77736 1.61771 -0.70692
N 0.22121 -0.71548 0.42273
I 0.85626 3.29890 -1.34810
H -1.74457 -1.44440 0.81601
H -0.66043 -0.93880 2.24002
H -1.68602 0.14857 1.31385
H 1.04967 -0.51261 -1.45787
H -0.58661 0.22957 -1.17760
H 2.75744 1.70266 -0.99503
H -0.56175 3.09506 -2.18902
H 0.97691 -1.14230 0.95968
*
```

---

Copy entry 4 word for word.
Formula: C2H8FP3
Source: the Open Molecules 2025 dataset
Level of theory: wB97M-V/def2-TZVPD

Calculated values
**Kohn-Sham gap**: 0.3095 Ha
**HOMO level**: -0.3214 hartree
**SMILES**: [PH2]#[PH2].[H]/P=C/CF
**Total energy**: -32783.287 eV
**LUMO level**: -0.323 eV

Structure (ORCA input):
```
! wB97M-V def2-TZVPD RIJCOSX def2/J DEFGRID3
* xyz 0 1
C -1.54787 0.70186 -1.63916
C -0.31098 -0.01323 -1.97623
F -2.31282 0.16986 -0.52809
P -0.01709 -1.52648 -1.33725
P 1.18096 -0.17144 3.31744
P 0.93232 0.70526 1.29341
H -1.24130 1.72431 -1.50296
H -2.45488 0.89605 -2.23246
H 0.44780 0.40123 -2.62366
H 1.11209 -1.80324 -1.91729
H 1.23620 -0.24718 0.46608
H 0.83031 -1.54650 3.45940
H 2.57295 -0.28237 3.69290
H -0.42770 0.99186 1.52785
*
```

---

Repeat the third record exactly.
Formula: C2H8FN4O2Tl
Source: the Open Molecules 2025 dataset
Level of theory: wB97M-V/def2-TZVPD

Calculated values
**Kohn-Sham gap**: 0.0934 Ha
**HOMO level**: -0.6083 hartree
**Total energy**: -19646.005 eV
**LUMO level**: -14.012 eV

Structure (ORCA input):
```
! wB97M-V def2-TZVPD RIJCOSX def2/J DEFGRID3
* xyz 2 1
Tl 1.43537 -4.46658 1.95515
F 0.26719 -0.80750 4.05287
C -3.27537 -0.91684 0.31344
O -2.65811 -1.97099 0.38931
N -4.00933 -0.54285 -0.70877
N -3.17303 0.00872 1.25943
H -4.23455 -1.23761 -1.40640
H -4.59060 0.28255 -0.67811
H -3.64567 0.88993 1.11724
H -2.54346 -0.26777 1.99921
C 2.97952 0.69725 -0.87892
O 2.23054 -0.28363 -0.67947
N 3.93734 0.74155 -1.78217
N 2.70409 1.88088 -0.46260
H 4.58813 1.51230 -1.83255
H 4.10602 0.02947 -2.47829
H 2.45937 1.89999 0.51712
H 3.42253 2.55114 -0.69647
*
```

---

Among the records above, which one has the lowest total energy? C2H8BrCrF6NO8S2